A cluster of 14 separate species, C44H126N18O14 in total at a distorted geometry. Source: the Open Molecules 2025 dataset; level of theory: the ωB97M-V functional and the def2-TZVPD basis.

XYZ file:
```
202
Properties=species:S:1:pos:R:3
C -0.4658 -3.9023 1.2404
O -1.6534 -3.6223 1.3620
N -0.0139 -4.9112 0.4248
N 0.4151 -3.1635 2.0457
H -0.6947 -5.6365 0.1177
H 0.8990 -5.2495 0.6036
H 1.3564 -2.9938 1.8485
H -0.0940 -2.4238 2.4223
C 1.6280 3.0973 -5.2558
O 2.5239 2.2896 -5.3466
N 1.6061 4.1219 -4.3090
N 0.4882 3.0715 -6.0114
H 0.7177 4.6019 -4.2922
H 2.0380 4.0478 -3.3895
H 0.4480 2.5813 -6.8838
H -0.2157 3.7707 -6.0794
C 3.2633 2.1666 -1.6157
O 2.6230 3.2128 -1.7330
N 3.6967 1.6124 -0.4196
N 3.6828 1.4399 -2.7040
H 4.3619 0.8399 -0.4568
H 3.7655 2.2167 0.4163
H 4.3048 0.6464 -2.5848
H 3.4772 1.7505 -3.6639
C 3.3932 -1.6479 -0.4979
O 3.1026 -2.0171 0.6361
N 4.7336 -1.4711 -0.9726
N 2.4154 -1.4738 -1.4042
H 5.5366 -1.7733 -0.4493
H 4.8465 -1.5461 -1.9876
H 2.4291 -1.0857 -2.3494
H 1.4777 -1.2156 -0.9754
C 5.6385 -4.3077 1.7426
C 5.1280 -3.5623 2.9811
C 4.1179 -4.4853 3.6806
O 3.4763 -3.7210 4.7223
C 2.4197 -4.2963 5.3342
N 6.2202 -3.2460 3.8677
H 6.6140 -4.7982 1.9269
H 5.8090 -3.5959 0.9136
H 4.8700 -4.9707 1.4307
H 4.5915 -2.6437 2.5836
H 4.6454 -5.3006 4.2093
H 3.4114 -4.7913 2.9240
H 2.1189 -3.6377 6.0922
H 2.6306 -5.2660 5.7874
H 1.6681 -4.5207 4.5709
H 5.9106 -3.0497 4.8420
H 6.9067 -3.9603 3.9428
C -3.4072 6.5185 -5.3531
C -2.2858 5.6273 -4.9242
C -2.5580 4.1180 -5.0348
O -2.5276 3.7405 -6.4080
C -2.8062 2.2946 -6.5182
N -0.9752 5.9221 -5.5983
H -4.3877 6.2891 -4.8473
H -3.6479 6.4095 -6.4348
H -3.0416 7.5503 -5.1165
H -2.0298 5.8955 -3.9025
H -3.5590 3.8158 -4.6357
H -1.8447 3.5344 -4.4157
H -3.8014 1.9893 -6.1121
H -2.0807 1.7083 -6.0082
H -2.8199 2.1264 -7.5678
H -0.6594 6.9123 -5.5258
H -0.9982 5.6371 -6.5723
C -4.2185 -2.5374 -5.5398
C -3.8089 -2.3694 -4.0704
C -2.7029 -3.3471 -3.7303
O -3.2262 -4.6595 -3.9329
C -2.1856 -5.5515 -3.8402
N -3.2408 -1.0458 -3.8338
H -3.4670 -2.3040 -6.2774
H -5.0444 -1.8547 -5.7211
H -4.5836 -3.5413 -5.6887
H -4.6333 -2.6256 -3.3919
H -2.4045 -3.1180 -2.7156
H -1.8937 -3.1394 -4.4061
H -2.4739 -6.6267 -4.0130
H -1.6679 -5.3928 -2.8553
H -1.4517 -5.4115 -4.6030
H -2.8510 -0.8894 -2.8821
H -3.7825 -0.2813 -4.1682
C -1.9797 -4.6481 4.5854
C -2.5276 -4.3836 5.9805
C -1.7366 -5.0160 7.0410
O -2.2878 -4.7053 8.3301
C -1.6257 -5.4529 9.3169
N -2.5326 -2.8585 6.1945
H -2.6580 -4.2862 3.8576
H -1.8942 -5.7518 4.4393
H -1.0244 -4.1596 4.4910
H -3.5485 -4.8606 6.1701
H -0.7289 -4.6626 6.9251
H -1.8001 -6.1192 6.9454
H -1.6192 -6.5341 9.0184
H -2.2126 -5.5367 10.2418
H -0.6293 -5.0684 9.5883
H -3.1338 -2.4323 5.4996
H -2.9035 -2.7434 7.1474
C 2.9905 -0.5750 6.5598
C 1.5140 -0.7644 6.2134
C 1.3106 -1.1090 4.7731
O 1.3418 0.0744 3.9712
C 1.6022 -0.2004 2.6119
N 0.8485 -1.7507 7.0388
H 3.5456 -1.5199 6.3862
H 3.0019 -0.3994 7.6402
H 3.3824 0.2884 6.0048
H 1.0420 0.2412 6.2700
H 0.3732 -1.6454 4.7254
H 2.0789 -1.8111 4.4480
H 0.8180 -0.8391 2.1666
H 2.5838 -0.6240 2.4546
H 1.6012 0.7302 2.0499
H 0.8764 -1.6614 8.0969
H -0.1652 -1.8323 6.7531
C 5.1727 0.4052 -6.7905
C 4.9666 -0.6505 -5.7256
C 3.4907 -1.0354 -5.5333
O 3.3279 -1.8357 -4.3524
C 2.4435 -2.8331 -4.6736
N 5.7397 -1.7704 -6.1254
H 4.4446 1.2563 -6.6956
H 5.0063 -0.0216 -7.7960
H 6.1503 0.7798 -6.7789
H 5.3028 -0.2459 -4.7289
H 3.2769 -1.5022 -6.4634
H 2.9534 -0.1033 -5.4996
H 2.9312 -3.5627 -5.3788
H 1.6552 -2.4628 -5.2719
H 2.0248 -3.2174 -3.7379
H 5.3902 -2.2714 -6.8701
H 5.9700 -2.4558 -5.4173
C -2.8588 2.9088 4.9971
C -1.8113 1.8433 4.7088
C -1.5543 1.7010 3.2585
O -2.7362 1.2260 2.5051
C -2.9678 -0.1612 2.6722
N -0.6281 2.3138 5.5331
H -3.9227 2.6875 4.7555
H -2.4605 3.7441 4.3867
H -2.9110 3.3217 6.0391
H -1.9813 0.8203 5.0666
H -0.7701 1.0200 3.1038
H -1.2818 2.6533 2.8207
H -3.7714 -0.4855 2.0275
H -3.2142 -0.5272 3.6627
H -2.0557 -0.6412 2.3730
H 0.2312 1.8791 5.1702
H -0.5366 3.3234 5.4827
C -4.8946 4.1720 0.0774
C -4.9031 2.7002 -0.4050
C -5.4455 2.4799 -1.7947
O -5.2080 1.2513 -2.4785
C -5.8493 0.1413 -1.9406
N -3.5001 2.2201 -0.3677
H -4.3483 4.7880 -0.6649
H -4.4199 4.1773 1.0912
H -5.8791 4.6176 0.1433
H -5.4843 2.1154 0.3047
H -5.0591 3.2267 -2.5253
H -6.5309 2.5643 -1.8118
H -5.2709 -0.3274 -1.1192
H -5.9993 -0.5506 -2.7504
H -6.8146 0.4371 -1.4857
H -3.1980 2.1497 0.6096
H -3.3923 1.3442 -0.8584
C 2.6044 5.2743 3.1907
C 2.1394 4.4835 1.9957
C 1.0363 5.0272 1.1710
O -0.2188 4.9982 1.8921
C -1.2046 5.7412 1.2448
N 3.3566 4.1800 1.1406
H 3.5787 4.8961 3.4486
H 1.8399 5.3436 3.9992
H 2.7223 6.3102 2.9246
H 1.8161 3.4216 2.3983
H 0.9315 4.5803 0.1519
H 1.1491 6.0976 0.8558
H -0.9389 6.7758 1.3396
H -2.1653 5.6422 1.6990
H -1.2385 5.4760 0.1415
H 3.9336 5.0651 1.1950
H 3.0678 4.0649 0.1499
C 0.1455 0.5217 -3.3359
C -0.6866 1.2134 -2.2419
C -0.3002 0.8135 -0.8201
O -0.1761 -0.5525 -0.5488
C -1.3597 -1.3548 -0.6403
N -0.7090 2.6444 -2.4897
H -0.5069 0.5757 -4.2741
H 0.3902 -0.5262 -3.1165
H 1.0994 1.0130 -3.4163
H -1.7475 0.8441 -2.3361
H -0.9973 1.3472 -0.2566
H 0.7116 1.1591 -0.6138
H -1.1312 -2.3327 -1.0298
H -2.1542 -0.7672 -1.2346
H -1.8329 -1.4383 0.3248
H 0.2270 2.9131 -2.4546
H -1.3060 2.9843 -1.7807
```

Summary:
ΔE to the lowest compared entry with this formula, charge and spin = 3.09 kcal/mol
Kohn-Sham gap = 9.0 eV
2S+1 = 1
Energy = -103155.890 eV
Lowest unoccupied orbital energy = 0.48 eV

***

A structure of composition C44H16F15GeN3O2PdS3. Source: the Open Molecules 2025 dataset; level of theory: the ωB97M-V functional and the def2-TZVPD basis.

XYZ file:
```
85
Properties=species:S:1:pos:R:3
Pd 0.0322 -0.4944 0.5212
S 4.6024 -0.8265 -2.9062
C 6.1709 -1.0059 -3.5539
C 7.1112 -1.1153 -2.5782
C 6.5502 -1.0504 -1.2779
C 5.1921 -0.8976 -1.2814
C 4.2828 -0.7875 -0.1358
C 2.8872 -0.7899 -0.3263
N 2.0245 -0.6634 0.6590
C 2.4891 -0.4495 1.9120
C 3.8471 -0.5528 2.2178
C 4.2249 -0.4653 3.6050
C 3.3079 -0.2600 4.5726
C 1.9188 -0.0495 4.2605
C 0.9148 0.1706 5.2082
C -0.3847 0.3864 4.8049
C -0.6206 0.4589 3.4168
N 0.3005 0.2393 2.5091
C 1.5444 -0.0826 2.9159
C -1.4866 0.5278 5.7607
C -1.4289 0.5690 7.1262
C -2.7040 0.6136 7.7404
C -3.7158 0.6049 6.8305
S -3.1332 0.5396 5.2306
C 4.7443 -0.7234 1.1604
H 6.3022 -1.0302 -4.6252
H 8.1663 -1.2492 -2.7740
H 7.1442 -1.1183 -0.3756
H 2.4589 -0.9556 -1.3053
H 5.2710 -0.5926 3.8579
H 3.6137 -0.2274 5.6127
H 1.1559 0.1539 6.2650
H -1.6028 0.7198 3.0374
H -0.5030 0.5698 7.6876
H -2.8583 0.6492 8.8097
H -4.7798 0.6379 7.0081
H 5.8072 -0.7963 1.3584
O -3.7353 1.0786 0.1801
C -2.5363 0.8683 0.2369
O -1.9841 -0.2809 0.4763
C -1.6074 2.0788 0.0525
C -2.1345 3.3642 0.0938
C -1.2665 4.4367 -0.0121
C 0.0890 4.1935 -0.1938
C 0.5219 2.8805 -0.2534
N -0.3105 1.8495 -0.1218
H -3.2034 3.4770 0.2103
H -1.6377 5.4526 0.0476
H 0.7959 5.0087 -0.2893
H 1.5670 2.6403 -0.4292
F -0.2203 -6.7162 0.4032
C -0.7926 -5.9580 1.3527
C -0.8515 -4.5764 1.2076
C -1.3880 -3.8838 2.2780
F -1.4357 -2.5488 2.2733
C -1.8624 -4.5121 3.4144
F -2.3625 -3.7960 4.4250
C -1.8002 -5.8867 3.5097
F -2.2465 -6.5043 4.5991
C -1.2528 -6.6170 2.4748
F -1.1629 -7.9447 2.5740
Ge -0.0575 -3.8426 -0.4876
S -0.0514 -1.8625 -1.3738
C 1.8646 -4.3334 -0.2855
C 2.6636 -4.3954 -1.4184
F 2.1257 -4.1578 -2.6188
C 4.0164 -4.6602 -1.3612
F 4.7592 -4.7087 -2.4684
C 4.6113 -4.8630 -0.1308
F 5.9110 -5.1378 -0.0567
C 3.8615 -4.7607 1.0238
F 4.4499 -4.9088 2.2142
C 2.5098 -4.4825 0.9325
F 1.8519 -4.3292 2.0922
C -1.0592 -4.9929 -1.7567
C -0.5963 -6.0256 -2.5495
F 0.6864 -6.4076 -2.4924
C -1.4341 -6.7337 -3.3887
F -0.9647 -7.7347 -4.1377
C -2.7762 -6.4125 -3.4437
F -3.5895 -7.1000 -4.2395
C -3.2800 -5.3948 -2.6555
F -4.5798 -5.1075 -2.6920
C -2.4167 -4.7110 -1.8230
F -2.9245 -3.7566 -1.0331
```

Summary:
ΔE to the lowest compared entry with this formula, charge and spin = 0.00 kcal/mol
Kohn-Sham gap = 7.0 eV
2S+1 = 1
Energy = -187716.913 eV
Lowest unoccupied orbital energy = -1.41 eV